No. 1
Entry from the Open Molecules 2025 dataset: a cluster of 5 separate species, C30H59BrClFN2O9P in total at a distorted geometry (ωB97M-V with the def2-TZVPD basis set).

Output
HOMO: -11.03 eV
Net charge: +1
2S+1: 1
Energy: -148032.9114 eV

Positions of all 104 atoms, in Å:
Br1 1.85042 1.18310 4.03620
Cl1 2.89754 -1.62627 1.89437
P1 3.47160 0.21041 1.14735
F1 1.21204 2.83686 -2.70915
O1 0.55923 -1.66749 -5.94132
O2 4.35707 0.92791 2.28455
O3 -0.22783 -4.05320 -7.46674
O4 -2.49912 4.56928 7.42693
O5 4.10128 -5.57460 -1.86500
O6 -4.66717 5.21116 9.31095
O7 -1.12025 -4.46703 -0.43385
O8 -1.67962 -1.58310 -0.54685
O9 5.38295 -2.93367 -1.94220
N1 1.41101 1.57369 -0.03725
N2 0.34467 2.33741 -0.19008
C1 -1.69452 -4.52032 0.86209
C2 5.17755 -2.81157 -0.54916
C3 -0.25022 2.78932 0.89188
C4 1.25105 1.65601 2.34591
C5 -4.22188 6.55669 9.35399
C6 -0.85360 4.93547 -0.14893
C7 0.55170 -4.85336 -6.59622
C8 2.83538 -4.94926 -1.96570
C9 -3.66076 2.50197 0.70290
C10 -1.04900 3.47348 4.29997
C11 -3.71349 3.83582 7.56038
C12 -0.55688 2.94785 3.35228
C13 1.88227 1.24852 1.16612
C14 6.01707 -4.15349 -2.30893
C15 -0.48034 -1.36135 0.15280
C16 -1.51095 -2.42964 -1.68076
C17 -2.51499 3.04190 -0.19213
C18 0.13050 2.47454 2.21739
C19 2.06216 1.11328 -1.29263
C20 -0.61257 -1.77269 -6.74018
C21 -1.40833 3.72432 0.64024
C22 -1.95749 -3.84457 -1.39537
C23 5.02127 -5.14952 -2.85914
C24 -1.62181 4.39174 8.53005
C25 -4.85875 4.72209 7.99600
C26 -3.55495 0.99880 0.92011
C27 2.11902 0.92166 -3.72612
C28 -1.12748 -3.19376 -6.78797
C29 1.30308 1.47083 -2.54702
C30 1.75088 -1.59282 -6.70810
H1 1.48153 0.78411 -4.59025
H2 4.51133 -1.96575 -0.39348
H3 -0.91352 -4.82522 1.55667
H4 -1.51494 5.77832 0.02428
H5 -3.91678 6.77013 10.37656
H6 1.83369 -0.61058 -7.18596
H7 -0.71795 -0.87678 1.10178
H8 -1.32534 -3.56205 -5.77615
H9 1.01627 -4.25696 -5.80611
H10 -5.03484 7.23753 9.08264
H11 -0.42361 -1.40285 -7.75158
H12 -1.37792 -1.13540 -6.28561
H13 1.79127 -2.37398 -7.46955
H14 6.12601 -2.61059 -0.03617
H15 4.49162 -4.72407 -3.71729
H16 6.55305 -4.58055 -1.45691
H17 0.04384 -2.29702 0.36189
H18 -2.12423 -2.01774 -2.48773
H19 -3.37014 6.72285 8.68996
H20 1.33520 -5.32050 -7.19024
H21 4.71430 -3.70596 -0.12501
H22 0.17985 -0.69846 -0.42790
H23 -2.13987 4.53385 9.47961
H24 -4.16438 0.68327 1.76355
H25 5.56456 -6.03422 -3.20354
H26 2.28149 -5.33660 -2.82770
H27 2.85291 1.68696 -3.96912
H28 -1.17064 3.39401 8.50623
H29 -2.11406 2.19329 -0.74007
H30 -0.46759 -2.42449 -2.01311
H31 0.32062 1.00587 -2.59908
H32 2.27593 -5.18203 -1.06081
H33 -1.81620 4.11025 1.56374
H34 -1.44901 3.95976 5.16015
H35 -1.88342 -4.42816 -2.31783
H36 6.75037 -3.91827 -3.08561
H37 -3.92496 0.46638 0.04736
H38 -2.91577 3.75388 -0.90641
H39 -4.99362 5.54729 7.29009
H40 -3.00155 -3.85873 -1.07017
H41 -2.08394 -3.54748 1.17282
H42 -2.52928 0.67582 1.08323
H43 2.92798 -3.86230 -2.05335
H44 -5.77803 4.12849 8.00089
H45 -0.06210 -5.64110 -6.14660
H46 2.20115 0.04096 -1.28716
H47 -4.60815 2.76218 0.23853
H48 5.10021 0.35560 2.52496
H49 2.66193 0.01757 -3.46649
H50 -3.58543 3.00631 8.26077
H51 -2.07064 -3.20771 -7.34260
H52 -0.83107 5.13561 8.44732
H53 -3.95118 3.41390 6.57778
H54 2.59064 -1.72368 -6.02616
H55 0.14488 5.22295 0.17928
H56 3.03766 1.58918 -1.34621
H57 -2.49849 -5.26163 0.89423
H58 -0.78043 4.71293 -1.20787
H59 -3.63797 2.99456 1.67430

Forces on atoms 1 to 2 (eV/Å):
-0.02 -0.14 0.07
-0.38 0.49 0.33

No. 2
Entry from the Open Molecules 2025 dataset: a structure of composition C8H18CuO12 at a distorted geometry (ωB97M-V with the def2-TZVPD basis set).

Output
HOMO: 4.24 eV
Energy above the lowest of the compared OMol25 structures with the same formula, charge and spin: 16.01 kcal/mol
Net charge: -3
2S+1: 1
Energy: -77791.0736 eV

Positions of all 39 atoms, in Å:
Cu1 1.06331 -0.28716 -0.76562
O1 3.41854 -0.63444 -0.53790
O2 -0.33846 1.69346 -0.22633
O3 3.94781 -1.22682 -2.63514
O4 -0.17519 -3.13862 -2.90833
O5 2.11085 -0.21980 2.35247
O6 3.95503 0.94758 -2.09889
O7 0.13656 -0.25382 -2.79575
O8 -0.36861 0.99764 3.89680
O9 -3.33699 2.93694 -0.17305
O10 0.79061 -2.65848 -0.56625
O11 0.05859 -1.45343 1.09610
O12 0.14536 -3.70065 1.33770
C1 3.77300 -0.28890 -1.75665
C2 -1.40170 1.62613 0.71621
C3 -2.75933 1.63303 0.01320
C4 1.05182 1.12998 4.01150
C5 -1.19438 -2.24804 -3.33202
C6 -1.13937 -0.85249 -2.69116
C7 0.28960 -2.63835 0.62439
C8 1.69403 1.09234 2.61934
H1 2.55531 1.77147 2.58246
H2 -2.16604 -2.69823 -3.08261
H3 -1.31170 -0.93438 -1.61355
H4 -2.77021 1.11697 -0.94272
H5 -1.38423 2.50341 1.37153
H6 -0.37028 2.55881 -0.64846
H7 -1.30309 0.70850 1.29196
H8 1.25718 2.06821 4.54029
H9 0.15646 -2.84303 -2.00530
H10 1.34518 -0.66580 1.90617
H11 -3.49529 1.15295 0.67632
H12 -0.55124 0.05241 3.80202
H13 -1.94881 -0.18376 -3.02137
H14 0.34147 -0.09367 -3.72259
H15 1.01831 1.51473 1.87281
H16 1.53794 0.32438 4.56662
H17 -3.51199 3.36060 0.66909
H18 -1.12007 -2.16964 -4.42332

Forces on atoms 1 to 2 (eV/Å):
1.65 -1.26 0.70
-0.99 1.01 -0.39

No. 3
Entry from the Open Molecules 2025 dataset: a cluster of 2 separate species, C9H14O in total at a distorted geometry (ωB97M-V with the def2-TZVPD basis set).

Output
HOMO: -8.57 eV
Energy above the lowest of the compared OMol25 structures with the same formula, charge and spin: 20.18 kcal/mol
Net charge: 0
2S+1: 1
Energy: -11606.7615 eV

Positions of all 24 atoms, in Å:
O1 -1.99484 -0.32612 -0.22339
C1 -0.89234 0.89972 -2.00162
C2 1.33754 -0.68224 -1.57545
C3 -0.89961 -0.04511 -1.00342
C4 -0.35665 -0.28064 3.92002
C5 -1.85586 -0.32268 4.25296
C6 0.17736 -0.87972 -0.80325
C7 0.22119 1.02517 -2.82033
C8 1.34208 0.22515 -2.61875
C9 2.67009 0.60645 -3.24552
H1 -2.14517 -0.69035 5.22807
H2 2.60035 1.34740 -4.03228
H3 -0.05431 0.45600 3.18717
H4 3.25520 1.08776 -2.46485
H5 3.26117 -0.21814 -3.63910
H6 0.21046 -0.43436 4.84618
H7 2.14488 -1.34834 -1.28426
H8 -2.80396 -0.13744 -0.71727
H9 -0.10795 -1.21823 3.45940
H10 0.23380 1.75341 -3.61767
H11 -2.31628 -1.02894 3.55010
H12 -1.82422 1.38825 -2.24624
H13 0.23019 -1.74958 -0.16835
H14 -2.43314 0.57257 4.01786

Forces on atoms 1 to 2 (eV/Å):
-0.52 0.26 -0.13
-0.20 -0.13 -0.68

No. 4
Entry from the Open Molecules 2025 dataset: a structure of composition C17H24Cl2O2Pd at a distorted geometry (ωB97M-V with the def2-TZVPD basis set).

Output
HOMO (alpha / beta): 2.48 / -0.80 eV
Energy above the lowest of the compared OMol25 structures with the same formula, charge and spin: 0.00 kcal/mol
Net charge: -2
<S²>: 6.03
2S+1: 5
Energy: -50632.2131 eV

Positions of all 46 atoms, in Å:
Pd1 0.35212 0.48924 -1.22627
Cl1 -2.28855 -0.92754 2.05959
Cl2 -1.01481 2.49235 -0.06375
O1 2.54429 3.07340 -1.32911
O2 1.08134 -0.69727 0.89727
C1 -0.47992 -0.16202 3.91013
C2 0.96623 0.68245 5.71595
C3 0.86658 -0.91291 -2.65075
C4 2.06623 1.18704 -3.59454
C5 -1.28449 -0.09240 -2.43049
C6 2.00727 -1.87036 -2.62297
C7 -2.74844 -0.07396 -2.16818
C8 -1.00884 2.29657 -3.33186
C9 -0.49582 0.94467 -3.07001
C10 -0.44949 -1.22673 -2.16714
C11 0.29258 -0.06225 6.67776
C12 -0.94504 -2.59561 -1.78787
C13 -0.75347 -0.90381 6.25386
C14 0.85400 0.44133 -3.20409
C15 0.58582 0.66503 4.35796
C16 -0.86724 -0.07723 2.52451
C17 -1.09303 -0.99323 4.90634
H1 -1.51976 -3.04666 -2.62417
H2 -2.99772 -0.83432 -1.41530
H3 -1.89828 -1.66155 4.62982
H4 0.54414 0.03686 7.73088
H5 1.96062 2.20248 -3.21798
H6 2.93719 0.71394 -3.12727
H7 1.06828 1.29227 3.61313
H8 -3.35632 -0.28887 -3.06274
H9 -0.79262 0.90176 1.98062
H10 -1.44425 2.47649 -4.31809
H11 -0.22158 3.02488 -3.17926
H12 -1.23968 -1.54459 6.99301
H13 -0.11348 -3.27368 -1.56306
H14 1.83537 1.31715 6.01352
H15 1.21130 -1.64508 0.71971
H16 2.91919 -1.41890 -2.22177
H17 -3.04664 0.90581 -1.78700
H18 -1.77746 2.50312 -2.58869
H19 2.24205 1.24062 -4.67687
H20 -1.61057 -2.55553 -0.91946
H21 2.84211 3.57005 -0.52972
H22 1.77843 -2.76881 -2.03534
H23 0.25442 -0.60729 1.56759
H24 2.23798 -2.21689 -3.63789

Forces on atoms 1 to 2 (eV/Å):
0.99 3.09 6.64
-0.56 -0.43 -0.49

No. 5
Entry from the Open Molecules 2025 dataset: an isolated molecule of C12H13NO2 (ωB97M-V with the def2-TZVPD basis set).

Output
HOMO: -9.73 eV
Energy above the lowest of the compared OMol25 structures with the same formula, charge and spin: 0.00 kcal/mol
Net charge: 0
2S+1: 1
Energy: -18241.3022 eV

Positions of all 28 atoms, in Å:
O1 -1.74259 1.29842 -3.25505
O2 2.54582 2.73063 -3.07419
N1 0.27071 2.44380 -3.20808
C1 -0.89717 -2.75456 0.64963
C2 0.00241 0.81308 -1.64409
C3 1.68542 -0.19766 0.28608
C4 1.32394 1.22150 -1.58893
C5 -0.66687 1.51467 -2.78504
C6 -0.72372 0.54342 2.70043
C7 1.54522 2.21786 -2.67435
C8 -1.22172 -0.81404 2.18845
C9 0.34782 -0.60040 0.25759
C10 2.19525 0.72104 -0.63943
C11 -0.50856 -0.09655 -0.73783
C12 -0.20004 -1.56062 1.29211
H1 -2.10057 -0.62835 1.57327
H2 -1.29092 -3.38896 1.44310
H3 -0.22991 -3.37358 0.05717
H4 2.33563 -0.59860 1.04931
H5 -1.74884 -2.43381 0.06200
H6 3.22379 1.04521 -0.61874
H7 -1.54337 -0.39254 -0.79918
H8 0.35043 0.55725 2.85774
H9 0.15132 2.97275 -4.05916
H10 -1.00835 1.35694 2.04504
H11 0.60765 -1.89352 1.93976
H12 -1.17188 0.74838 3.67118
H13 -1.53089 -1.45174 3.01121

Forces on atoms 1 to 2 (eV/Å):
-0.69 0.13 -0.32
0.64 0.29 -0.03

> energy of number 5 (C12H13NO2)?

-18241.3022 eV

> Which of these has the lowest energy?

C30H59BrClFN2O9P